No. 1
# C32H42Cl5N2NaO3Sb2Se

A structure of composition C32H42Cl5N2NaO3Sb2Se in a non-equilibrium geometry (the ωB97M-V functional and the def2-TZVPD basis, OMol25).

Calculated values
* LUMO: -0.0003 Eh
* Kohn-Sham gap: 0.2724 Eh
* ΔE to the lowest compared entry with this formula, charge and spin: 4.75 kcal/mol
* HOMO energy: -7.42 eV
* F_max: 1.069 eV Å⁻¹

Element x y z (Å)
H1 -0.15916 3.53693 -5.52114
C1 3.94933 0.96226 1.23321
H2 -2.18541 -2.46166 -1.26489
H3 -1.44791 2.54710 -0.98911
C2 -1.27017 -0.89870 3.66973
H4 1.56863 -5.06763 -1.44347
H5 1.77897 2.85089 -4.41730
H6 0.29630 -6.31102 -1.35892
O1 2.09104 1.40656 2.77579
H7 1.07460 2.70717 3.93486
H8 -1.20098 4.13062 -2.64768
H9 -4.41241 -5.95612 0.28462
C3 1.28539 2.11672 -3.77932
H10 -0.55750 -1.38872 -3.20310
N1 0.01325 -4.62520 -0.16733
H11 -3.15743 -1.36349 -0.27638
H12 -1.75378 2.88232 1.61958
O2 0.25579 3.03222 1.40874
C4 -2.59419 1.20249 -5.41158
H13 2.77120 4.83759 -2.96679
H14 2.76124 3.16194 3.66304
H15 2.91419 -0.61540 -1.44508
C5 -1.36268 -3.97942 1.47052
H16 0.14799 -2.65735 2.28072
H17 1.29161 4.60884 2.29964
C6 3.68191 -0.16384 -0.82069
C7 0.49711 -5.24042 -1.38509
Cl1 2.38211 -2.20294 4.44914
H18 -0.91338 3.23847 3.13051
H19 -2.80221 1.59923 -0.35252
H20 -1.10384 4.51694 1.90466
H21 2.19523 3.53471 1.21385
C8 0.71330 -3.75617 0.61462
H22 -2.58519 -3.26594 3.09891
C9 -0.68415 2.63266 -5.23271
C10 -1.93575 2.37398 -5.76530
C11 -1.98874 0.32556 -4.52834
H23 -2.49275 1.62838 -2.10652
H24 -3.56612 0.96910 -5.82679
H25 0.00971 -4.80157 -2.25706
C12 -2.02673 1.63354 -1.12037
H26 3.00660 4.91069 -1.20632
C13 -0.22289 4.55741 -2.42754
H27 0.91013 -0.44409 -2.98090
H28 4.10382 1.49412 3.29398
Cl2 -2.19872 -2.23163 7.31017
C14 1.87055 2.74027 3.18774
C15 3.42520 0.92298 2.65438
Se1 2.44967 -3.17971 0.43962
H29 4.09446 1.99222 0.87922
Cl3 0.85408 -2.81604 7.08351
C16 -0.17744 -0.39064 -2.97586
C17 -2.00855 -1.22366 4.80744
H30 -2.30535 -6.11053 -1.01974
H31 4.92583 0.46322 1.23770
Na1 1.14878 -0.00644 1.54204
C18 0.02091 -2.09160 5.75729
C19 0.67251 -1.76965 4.56570
Cl4 -2.16644 -0.06402 2.37401
C20 -3.53989 -5.40419 0.60784
Sb1 -0.81836 -0.12518 -0.88670
N2 -0.11779 -3.38948 1.61325
H32 0.16467 5.04909 -3.32046
C21 -2.52644 -3.88603 2.21333
H33 -3.04202 -1.10429 -2.03432
C22 1.43074 3.56318 1.99451
H34 4.15224 0.67509 -1.34494
C23 -0.06573 1.75930 -4.33423
H35 4.43697 -0.92083 -0.59423
C24 -1.34306 -1.82540 5.87161
H36 -2.49582 -0.59508 -4.25997
C25 0.07268 -1.16174 3.47586
H37 1.94250 1.25118 -3.68988
C26 -2.36528 -5.49930 -0.12881
H38 -4.54927 -4.56422 2.30648
Sb2 1.13848 3.02438 -1.81026
C27 -2.50177 -1.42607 -1.14375
C28 2.88760 4.24333 -2.06008
C29 -0.73500 0.58447 -3.96555
C30 -3.61753 -4.61340 1.75860
H39 -0.32845 5.28959 -1.62681
C31 -1.28146 -4.76949 0.32907
H40 -2.38587 3.07198 -6.45920
H41 3.78256 3.62878 -2.14745
O3 3.05379 0.28477 0.36520
Cl5 -3.70636 -0.91041 4.91723
H42 3.40897 -0.10936 3.01031
C32 -0.93267 3.44584 2.05626

Atomic forces in eV per Å
H -0.002 -0.014 -0.002
C 0.044 0.060 -0.113
H 0.039 -0.019 0.009
H -0.127 -0.137 0.067
C -0.161 0.162 -0.007
H 0.003 0.001 -0.010
H -0.015 -0.016 -0.049
H 0.012 -0.005 -0.005
O 0.565 0.137 0.444
H 0.026 0.018 0.037
H 0.050 0.014 -0.015
H 0.003 0.005 0.002
C -0.168 0.064 -0.155
H 0.082 -0.028 0.012
N 0.024 0.062 -0.177
H -0.003 -0.011 0.011
H 0.022 0.017 -0.018
O 0.055 0.048 0.140
C 0.058 0.058 0.001
H 0.076 0.034 0.017
H 0.029 0.025 -0.071
H 0.013 0.010 0.013
C 0.191 0.154 0.043
H -0.100 0.034 -0.014
H -0.077 0.013 -0.055
C -0.093 0.069 -0.053
C 0.016 0.005 0.114
Cl -0.181 0.071 -0.037
H -0.007 -0.019 -0.011
H -0.023 -0.021 -0.037
H 0.015 0.018 0.006
H 0.027 -0.020 0.033
C -0.219 -0.176 0.197
H 0.001 -0.051 -0.037
C 0.010 0.009 0.016
C 0.006 -0.078 0.042
C 0.011 -0.013 0.029
H -0.009 0.017 0.016
H 0.002 0.007 0.001
H -0.012 0.007 -0.003
C -0.061 -0.001 0.069
H 0.005 0.015 -0.018
C -0.019 0.064 -0.019
H -0.014 0.065 -0.028
H -0.006 -0.009 0.050
Cl 0.018 -0.004 -0.005
C -0.048 -0.053 -0.150
C 0.066 0.178 0.065
Se -0.225 -0.024 -0.189
H -0.006 -0.010 0.009
Cl -0.003 -0.003 -0.017
C -0.088 0.019 -0.013
C -0.008 0.098 -0.074
H -0.006 0.005 0.011
H 0.015 0.007 -0.042
Na -0.659 -0.737 -0.406
C 0.032 -0.030 0.023
C 0.166 -0.072 0.145
Cl 0.119 -0.105 0.072
C 0.052 0.018 0.018
Sb 0.046 0.003 -0.311
N 0.153 -0.024 -0.130
H -0.028 0.023 0.023
C -0.119 0.011 0.008
H -0.046 -0.026 0.028
C -0.055 0.143 -0.017
H -0.007 0.013 -0.039
C 0.236 0.081 0.029
H 0.021 -0.004 -0.006
C 0.022 -0.012 -0.006
H 0.006 0.005 -0.018
C -0.219 0.101 0.275
H -0.017 -0.002 -0.008
C -0.081 -0.007 0.019
H 0.008 -0.003 -0.008
Sb 0.230 -0.289 0.044
C -0.035 -0.007 0.041
C 0.013 0.108 -0.072
C -0.070 -0.126 0.088
C 0.039 -0.019 -0.051
H -0.003 0.016 -0.010
C 0.124 -0.053 -0.119
H 0.000 -0.004 0.001
H 0.006 -0.040 0.003
O 0.286 0.180 0.278
Cl 0.064 -0.017 0.024
H -0.014 0.007 -0.017
C -0.071 0.009 0.072

=====

No. 2
# C32H42ClN8O3Ti

A structure of composition C32H42ClN8O3Ti (the ωB97M-V functional and the def2-TZVPD basis, OMol25).

Calculated values
* LUMO (spin up / spin down): -0.0779 / -0.0809 Eh
* Kohn-Sham gap (spin up / spin down): 0.2223 / 0.3039 Eh
* ΔE to the lowest compared entry with this formula, charge and spin: 12.23 kcal/mol
* net charge: +1
* 2S+1: 3
* HOMO energy (spin up / spin down): -8.17 / -10.47 eV
* F_max: 0.331 eV Å⁻¹
* ⟨S²⟩: 2.01

Element x y z (Å)
C1 -3.37407 -2.60931 1.68754
H1 -0.44119 4.73942 0.65800
C2 -1.61965 -0.24317 -3.32656
C3 5.91086 3.93427 0.07848
C4 0.14826 -0.06029 5.42234
C5 -2.32441 -1.69342 1.65702
H2 -2.01986 3.39389 -0.57855
C6 4.65189 2.47824 -1.37170
H3 6.32528 4.90793 0.29826
C7 1.24781 -0.01706 3.32309
H4 2.54799 1.14679 0.32347
C8 -0.69768 3.75716 1.06448
H5 -3.67137 0.18388 -5.52953
C9 -3.83992 0.01287 -2.48386
C10 1.73100 2.90579 1.03063
H6 0.20135 2.32481 2.41604
N1 -1.44656 -1.64187 0.65819
H7 -4.06669 -2.61884 2.51862
N2 4.22477 0.17627 -0.72613
C11 1.32659 0.08633 4.68894
H8 2.39359 -5.86589 0.17806
C12 4.27096 -3.82615 0.35180
H9 4.08816 2.32150 -2.28465
N3 1.52441 -1.73117 0.33685
H10 -1.94857 -0.49414 5.30473
O1 -2.52887 0.43834 -2.45208
H11 -6.06624 -1.43760 -0.37202
C13 -1.56154 -2.54658 -0.33176
H12 -3.39733 1.64551 -4.58073
O2 -0.11878 0.09134 -1.51840
C14 -6.45952 -0.84295 -2.39281
H13 1.48947 1.77382 -0.68670
H14 4.55222 -4.70242 0.93548
H15 0.15472 0.03110 6.49983
H16 -6.61383 -0.12415 -4.39725
H17 -1.41096 0.36841 -4.20774
C15 -4.13768 0.88934 -4.83900
H18 6.69397 3.01523 1.85017
C16 2.20842 -4.99206 -0.44666
H19 0.76232 3.97051 2.60714
C17 -5.96227 -0.25374 -3.54304
N4 2.82586 -3.81837 0.16511
H20 3.92449 0.02087 -1.67822
N5 -1.55263 1.53344 0.34022
H21 -2.00682 1.08304 -0.45808
H22 -2.62874 -4.16833 -1.21692
H23 -0.81310 -2.47824 -1.11257
C18 -3.50307 -3.50716 0.64521
H24 2.12689 0.11859 2.70386
C19 0.49170 3.22003 1.86094
H25 -1.53315 3.92510 1.75191
C20 -1.17694 2.89353 -0.09171
N6 -2.20840 -0.74941 2.69779
H26 -2.24137 1.59778 1.08397
C21 -5.66310 -0.99030 -1.26998
H27 5.02018 4.54324 -1.77471
H28 4.78836 -3.85811 -0.61002
C22 2.14491 -2.70566 0.26865
H29 1.13597 -4.83521 -0.53197
Cl1 -8.10729 -1.38659 -2.35235
C23 4.85252 1.41345 -0.49690
Ti1 0.10841 -0.05945 0.48283
H30 5.74884 0.79604 1.35419
O3 0.47509 -1.32835 -3.14393
N7 0.09563 -0.25272 2.65672
H31 4.72996 -0.61897 -0.36771
C24 -1.02485 -0.34339 4.76236
C25 -1.01140 -0.45692 3.37004
H32 1.91745 3.72195 0.32615
C26 -0.29104 -0.53039 -2.62739
H33 -4.31389 -4.22256 0.64081
C27 5.17831 3.72736 -1.08178
C28 -2.56845 -3.48339 -0.38406
H34 2.62167 -5.16424 -1.44224
H35 2.60582 2.86637 1.68245
H36 -0.40238 2.79026 -0.85348
H37 2.27211 0.28916 5.16817
H38 -4.95636 1.37640 -5.36603
H39 -2.04981 -1.18861 -3.66158
C29 5.58739 1.62059 0.66821
C30 -4.64803 0.19754 -3.60596
C31 6.11569 2.87144 0.94695
H40 -3.69393 -0.67647 -0.47185
H41 4.57567 -2.93602 0.89710
H42 -2.99354 -0.79312 3.32830
C32 -4.34795 -0.56176 -1.32781
N8 1.64620 1.61561 0.30534

Atomic forces in eV per Å
C -0.056 -0.100 -0.100
H 0.001 0.001 -0.001
C -0.063 0.086 0.007
C -0.002 -0.004 0.000
C 0.120 0.032 0.041
C 0.048 0.154 0.088
H 0.012 -0.022 0.019
C -0.016 -0.002 -0.006
H 0.004 0.012 0.001
C -0.097 -0.022 -0.065
H 0.096 0.036 -0.057
C 0.025 0.006 0.010
H 0.023 0.003 0.001
C 0.012 -0.071 -0.005
C -0.007 0.092 0.066
H 0.002 0.009 -0.001
N -0.065 -0.161 0.043
H 0.004 0.011 0.016
N 0.010 -0.004 0.023
C -0.171 -0.035 0.020
H 0.002 0.005 -0.007
C 0.057 0.010 -0.016
H -0.004 0.004 -0.007
N 0.033 0.024 0.231
H -0.004 -0.006 0.021
O 0.029 0.038 -0.083
H -0.006 -0.005 0.006
C 0.041 0.049 -0.016
H -0.002 0.009 -0.002
O 0.181 0.198 -0.194
C 0.034 0.016 0.006
H -0.055 0.014 -0.013
H 0.002 0.006 -0.008
H 0.003 -0.004 0.007
H -0.008 -0.001 -0.007
H -0.029 -0.008 -0.012
C 0.008 -0.013 0.006
H 0.005 -0.002 0.011
C -0.022 -0.037 -0.047
H 0.008 0.007 0.008
C -0.033 0.014 0.032
N -0.002 -0.084 0.103
H 0.016 -0.012 0.005
N -0.023 -0.001 -0.015
H 0.005 0.024 0.033
H 0.004 -0.002 -0.011
H 0.004 -0.027 0.000
C 0.060 0.098 0.064
H -0.018 -0.012 -0.025
C -0.024 -0.024 -0.050
H -0.010 0.009 -0.005
C 0.006 0.041 -0.005
N 0.027 -0.070 -0.091
H -0.028 -0.016 0.009
C -0.017 -0.011 -0.015
H -0.001 0.009 -0.009
H -0.007 0.003 0.006
C -0.033 0.129 -0.224
H 0.018 0.000 0.011
Cl 0.001 -0.002 0.001
C -0.060 0.004 -0.012
Ti -0.040 -0.086 -0.251
H 0.000 -0.001 0.004
O 0.029 0.072 -0.042
N 0.027 0.047 0.317
H 0.044 -0.001 -0.026
C -0.044 -0.040 -0.076
C 0.054 0.043 0.064
H 0.041 -0.024 0.003
C -0.128 -0.246 0.164
H -0.012 -0.007 0.002
C 0.010 0.007 0.009
C -0.038 -0.028 0.006
H -0.013 0.005 0.004
H -0.025 -0.028 0.005
H -0.025 -0.004 -0.010
H 0.015 0.010 0.010
H 0.000 -0.015 -0.012
H 0.009 -0.002 0.014
C 0.014 -0.011 0.008
C 0.026 0.025 0.009
C 0.003 0.010 -0.009
H -0.019 0.017 -0.015
H -0.016 -0.004 0.011
H -0.006 -0.008 0.043
C -0.010 -0.007 -0.005
N 0.073 -0.120 -0.016

=====

No. 3
# C32H42F5N5O7SSi3TeTi

A structure of composition C32H42F5N5O7SSi3TeTi in a non-equilibrium geometry (the ωB97M-V functional and the def2-TZVPD basis, OMol25).

Calculated values
* LUMO (spin up / spin down): 0.1325 / 0.1325 Eh
* Kohn-Sham gap (spin up / spin down): 0.1468 / 0.2379 Eh
* ΔE to the lowest compared entry with this formula, charge and spin: 23.04 kcal/mol
* net charge: -2
* 2S+1: 3
* HOMO energy (spin up / spin down): -0.39 / -2.87 eV
* F_max: 1.371 eV Å⁻¹
* ⟨S²⟩: 2.03

Element x y z (Å)
C1 -4.57827 0.34920 -3.79687
N1 0.08934 -3.46636 -3.27080
H1 -4.92394 -0.51129 -4.37336
C2 -3.02892 -3.69885 -4.20536
C3 0.64716 -2.84317 -0.91430
Te1 -2.94094 -0.36634 -2.57500
H2 -2.50103 2.35886 -0.73837
C4 1.56576 -5.46379 -0.58997
C5 1.08846 -3.31443 0.33613
O1 1.14475 -1.17022 1.39845
C6 3.72168 1.46409 -3.22429
H3 3.91785 -0.95304 0.45403
C7 -7.43052 1.41097 -4.03543
H4 -4.90247 -5.85064 -2.53979
H5 -4.52612 3.28252 -3.02360
Ti1 0.44856 -0.00342 -0.09486
H6 1.52599 4.58396 -2.34598
H7 -7.16462 1.97917 -4.93061
Si1 -3.57887 -3.73386 -2.43135
H8 -2.77472 -4.70749 -4.54148
C8 -1.89689 3.26361 -0.82634
F1 -2.56060 2.88660 3.02071
H9 3.33178 -2.12523 -0.71262
H10 -2.74519 -5.01284 -0.47337
N2 2.26419 0.31460 -1.23676
F2 -0.82904 1.56764 1.43178
H11 -5.50377 -4.80607 -1.24726
C9 -2.28026 -4.42765 -1.27270
H12 1.84734 -4.95733 1.48367
C10 -6.52096 0.34732 -1.33828
O2 0.02398 -4.41350 -4.13034
H13 0.03637 5.47700 -2.00886
H14 -4.10181 -1.96409 -0.74525
H15 -5.67054 0.14525 -0.68339
O3 2.35824 -7.20313 0.70369
C11 1.09734 -2.44307 1.56592
H16 -1.20426 -3.22756 2.79351
C12 1.45757 3.64121 3.26006
C13 0.63411 -3.75999 -2.02900
H17 -2.63574 -3.63467 1.80809
C14 1.53433 -4.62871 0.50592
H18 2.01052 2.70225 -3.59189
H19 -1.36945 1.92905 -3.96820
H20 -3.81552 -3.30476 -4.85688
C15 3.97623 -1.25286 -0.59400
H21 -1.57223 -5.07206 -1.79783
O4 1.05729 -2.98161 2.67712
H22 5.27369 0.06858 -2.64604
C16 1.03994 2.67942 2.33234
H23 -1.69616 -3.62525 -0.81637
C17 1.12825 -5.06097 -1.84211
H24 -5.92582 -4.46309 -2.93097
H25 5.00019 -1.53058 -0.84142
H26 -7.02068 -0.59900 -1.55607
C18 -5.36465 2.95937 -2.40351
F3 -1.64030 4.74619 4.80788
F4 2.76264 3.93242 3.38330
C19 -2.15818 -2.85935 2.40573
N3 0.46658 1.62080 -1.49310
F5 1.03385 5.23715 4.95299
H27 -7.22556 0.98211 -0.79350
Si2 -0.41790 3.02718 -1.94494
C20 3.49695 -0.13445 -1.46591
H28 -0.20271 3.15611 -4.43651
C21 -1.01120 2.93455 -3.73484
C22 -1.86948 -1.71409 1.55790
O5 -0.39041 -2.31679 -3.52737
C23 4.27403 0.43520 -2.45947
N4 -1.61889 -0.84465 0.85487
H29 0.92054 4.67661 -0.69606
C24 2.44958 1.92438 -2.98436
O6 0.18261 -1.61592 -1.03466
H30 -5.02833 2.98625 -1.36690
H31 -8.25459 1.93160 -3.53999
H32 -2.80976 -2.56201 3.22553
N5 2.05613 -6.82857 -0.42124
H33 -5.11122 -1.80907 -2.17220
C25 -0.78368 4.08049 4.00881
C26 -0.34172 2.47586 2.30560
H34 -1.81971 3.64674 -3.92370
C27 0.61767 4.58871 -1.74303
H35 -4.11661 1.03728 -4.51119
H36 -6.17143 3.68845 -2.51660
C28 -5.12578 -4.81381 -2.27343
H37 -1.57664 3.56931 0.17121
C29 0.57662 4.32392 4.07612
H38 -7.79515 0.43247 -4.35773
H39 4.30300 1.90261 -4.02826
O7 1.98542 -7.59318 -1.37108
Si3 -5.94324 1.23737 -2.88474
S1 2.07698 1.79459 1.28523
C30 -4.09376 -2.02300 -1.83610
C31 1.71023 1.33150 -1.93722
H40 -2.52478 4.06201 -1.23089
H41 1.12460 -5.73192 -2.68349
H42 -2.12983 -3.08533 -4.32127
C32 -1.24584 3.13960 3.10571

Atomic forces in eV per Å
C 0.007 -0.010 0.053
N 0.003 -0.143 0.161
H -0.006 -0.011 0.007
C -0.161 -0.035 -0.084
C -0.019 -0.077 0.004
Te -0.050 0.055 -0.055
H -0.005 -0.002 0.012
C 0.269 0.217 -0.091
C -0.006 0.020 -0.053
O -0.032 -0.061 0.024
C -0.016 0.017 -0.012
H -0.009 -0.006 -0.001
C 0.003 0.021 -0.008
H 0.003 0.005 0.003
H 0.006 0.014 -0.019
Ti 0.745 0.099 0.279
H 0.018 0.007 -0.019
H -0.006 -0.003 -0.005
Si 0.123 -0.041 -0.100
H -0.003 0.016 0.001
C -0.004 -0.036 -0.012
F 0.011 0.001 0.003
H 0.007 -0.009 -0.009
H -0.017 0.009 0.024
N -0.057 -0.110 -0.060
F -0.188 -0.006 0.080
H -0.016 -0.007 0.008
C -0.118 -0.005 0.024
H 0.001 0.003 -0.003
C -0.008 0.024 0.009
O 0.124 0.009 -0.046
H -0.011 -0.005 0.003
H 0.000 0.003 0.001
H -0.018 -0.006 0.001
O 0.468 0.120 -0.063
C -0.066 0.002 0.055
H -0.011 0.002 0.008
C 0.028 -0.014 -0.023
C 0.169 0.046 0.000
H 0.001 -0.004 -0.009
C 0.060 -0.016 0.009
H -0.001 0.017 0.003
H -0.027 -0.009 0.000
H -0.077 0.010 0.004
C -0.010 -0.002 0.004
H -0.098 -0.021 0.014
O -0.002 0.004 -0.053
H 0.000 -0.003 0.005
C -0.121 0.003 0.025
H -0.069 -0.025 -0.005
C 0.104 0.033 -0.027
H 0.000 0.005 -0.006
H 0.005 0.006 0.010
H 0.010 0.004 -0.001
C -0.001 -0.002 0.004
F 0.006 0.000 -0.006
F -0.011 0.001 0.002
C 0.073 0.006 0.034
N -0.200 -0.026 -0.248
F 0.002 -0.002 -0.007
H -0.009 0.007 -0.004
Si 0.033 0.030 0.013
C 0.007 0.039 -0.011
H -0.001 -0.009 0.000
C 0.026 0.004 0.009
C -0.196 -0.056 -0.153
O 0.162 0.161 0.011
C 0.003 -0.031 -0.007
N 0.033 0.051 0.056
H 0.010 -0.001 -0.003
C 0.021 0.011 -0.005
O 0.088 0.158 -0.009
H 0.052 0.002 0.025
H -0.004 0.001 -0.002
H 0.000 -0.005 0.001
N -1.272 -0.409 0.306
H 0.036 -0.011 0.010
C -0.014 0.001 0.001
C 0.094 -0.019 -0.047
H -0.005 0.009 0.002
C -0.007 -0.008 0.019
H -0.021 0.008 -0.012
H -0.002 -0.004 0.017
C -0.004 -0.012 0.011
H -0.010 0.002 -0.009
C 0.000 0.014 0.022
H 0.004 -0.001 0.001
H -0.001 0.004 0.000
O 0.459 0.107 -0.148
Si 0.028 -0.013 -0.026
S 0.038 0.001 0.034
C -0.046 0.008 0.010
C -0.169 -0.085 0.024
H -0.038 0.005 -0.016
H 0.000 0.004 0.000
H -0.098 -0.057 0.028
C 0.001 0.008 0.006